(1)
A molecular structure, C33H31As2N4ReS. Source: the OMol25 dataset; level of theory: wB97M-V/def2-TZVPD.

Geometry (Å):
Re1 -3.83 -20.19 7.00
As1 -4.98 -18.08 7.73
As2 -5.61 -21.16 8.29
S1 -2.13 -19.02 8.17
N1 0.41 -19.24 7.67
N2 -4.48 -21.08 5.24
N3 -1.03 -20.72 6.63
N4 -2.29 -21.08 6.33
C1 -7.12 -22.37 8.00
C2 -3.68 -22.17 4.85
C3 -5.63 -17.42 4.97
C4 -4.72 -22.07 9.78
C5 -5.89 -17.15 6.34
C6 -9.42 -22.77 7.32
C7 -5.78 -20.98 4.77
C8 -4.92 -22.96 12.01
C9 -7.02 -23.69 8.47
C10 -4.25 -23.24 4.03
C11 -4.07 -16.63 8.70
C12 -9.30 -24.09 7.73
C13 -8.32 -21.91 7.41
C14 -3.46 -16.81 9.92
C15 -7.64 -15.66 5.67
C16 -3.37 -14.33 8.70
C17 -5.59 -23.20 3.75
C18 -2.41 -22.09 5.39
C19 -6.85 -16.21 6.68
C20 -2.76 -22.88 10.92
C21 -3.35 -22.36 9.78
C22 -3.55 -23.16 12.04
C23 -5.51 -22.44 10.86
C24 -2.70 -15.79 10.52
C25 -6.91 -19.77 9.09
C26 -4.05 -15.38 8.10
C27 -6.28 -18.43 9.32
C28 -6.43 -16.86 3.97
C29 -6.32 -22.02 4.06
C30 -8.09 -24.55 8.28
C31 -7.46 -16.02 4.35
C32 -2.64 -14.54 9.87
C33 -0.77 -19.73 7.39
H1 1.28 -19.62 7.29
H2 -7.70 -19.73 8.37
H3 -4.79 -18.08 4.72
H4 -2.01 -13.74 10.25
H5 -4.50 -15.22 7.12
H6 -10.36 -22.44 6.87
H7 -3.34 -13.36 8.20
H8 -3.45 -17.80 10.40
H9 -7.38 -21.95 3.81
H10 -1.69 -23.06 10.94
H11 -3.57 -23.99 3.67
H12 -5.55 -23.20 12.88
H13 -6.25 -17.12 2.93
H14 -8.34 -20.90 6.99
H15 -10.12 -24.76 7.58
H16 -7.00 -17.61 9.31
H17 -2.72 -22.11 8.93
H18 -2.15 -16.00 11.43
H19 -6.06 -24.04 3.26
H20 -5.66 -18.41 10.21
H21 -7.27 -20.27 10.01
H22 -1.52 -22.60 4.98
H23 -6.59 -22.37 10.82
H24 -6.32 -20.04 4.99
H25 -8.11 -15.60 3.57
H26 -8.43 -14.98 5.98
H27 0.51 -18.55 8.40
H28 -7.96 -25.60 8.57
H29 -6.88 -15.86 7.71
H30 -6.10 -23.98 8.94
H31 -3.08 -23.58 12.91

## Properties
2S+1 = 4
E_LUMO (alpha / beta) = -11.48 / -11.70 eV
Energy = -175297.7207 eV
HOMO (alpha / beta) = -0.6075 / -0.6077 Ha
Charge = +3



(2)
A molecular structure, C33H31AsNO8PPdS2Si. Source: the OMol25 dataset; level of theory: wB97M-V/def2-TZVPD.

Geometry (Å):
Pd1 -1.33 -0.08 1.30
As1 -0.51 2.83 3.19
S1 -0.82 -2.16 3.40
S2 2.06 0.40 2.17
P1 -0.74 1.44 -0.68
Si1 2.07 -4.27 2.50
O1 -2.25 4.76 0.34
O2 -0.77 3.08 -0.02
O3 -1.44 1.77 2.20
O4 -0.25 2.84 4.94
O5 1.41 0.42 3.47
O6 1.19 -0.17 1.08
O7 -1.24 4.40 2.82
O8 3.41 -0.14 2.18
N1 -0.94 -1.93 0.81
C1 2.14 2.12 1.75
C2 -2.29 -1.90 -1.21
C3 2.25 3.06 -2.93
C4 3.16 2.00 -3.06
C5 -2.56 1.31 -3.03
C6 -3.50 -1.46 -0.43
C7 2.00 -6.15 2.71
C8 -0.40 -3.58 -0.77
C9 -4.01 -3.24 -2.52
C10 2.16 -3.29 4.09
C11 -3.39 1.99 -3.91
C12 1.66 0.56 -1.87
C13 0.62 -3.66 1.45
C14 3.56 -3.70 1.49
C15 2.83 0.73 -2.57
C16 -2.12 1.93 -1.82
C17 1.03 2.85 -2.28
C18 0.43 -4.21 0.17
C19 3.20 2.50 0.93
C20 -1.90 3.78 -0.31
C21 1.23 3.11 2.21
C22 -4.77 -1.76 -0.77
C23 -3.74 3.31 -3.65
C24 0.74 1.60 -1.72
C25 -3.42 3.88 -2.42
C26 -1.18 -2.48 -0.40
C27 -5.06 -2.58 -1.89
C28 -0.30 -2.60 1.84
C29 -2.71 -2.89 -2.24
C30 -2.55 3.21 -1.53
C31 1.46 4.47 1.88
C32 2.54 4.82 1.06
C33 3.40 3.83 0.62
H1 -6.08 -2.73 -2.21
H2 1.00 -5.11 -0.13
H3 2.47 4.02 -3.32
H4 0.97 -6.57 2.79
H5 -4.20 -3.98 -3.29
H6 -3.36 -0.81 0.47
H7 0.75 5.21 2.20
H8 4.27 4.12 0.05
H9 1.44 -0.43 -1.48
H10 3.89 1.73 0.58
H11 -0.48 -3.98 -1.76
H12 -3.73 1.50 -4.83
H13 1.26 -3.42 4.72
H14 3.06 -3.59 4.68
H15 -1.94 -3.34 -2.86
H16 2.70 5.86 0.83
H17 2.54 -6.41 3.67
H18 -3.78 4.86 -2.18
H19 0.28 3.62 -2.17
H20 -1.83 -1.05 -1.74
H21 -2.17 0.32 -3.30
H22 3.54 -2.60 1.51
H23 3.58 -4.03 0.45
H24 4.49 -4.04 1.98
H25 3.51 -0.11 -2.70
H26 -4.28 3.90 -4.38
H27 2.50 -6.68 1.87
H28 2.23 -2.21 3.87
H29 -1.56 4.48 1.87
H30 4.13 2.15 -3.54
H31 -5.62 -1.38 -0.20

## Properties
2S+1 = 5
E_LUMO (alpha / beta) = -0.18 / -3.43 eV
Energy = -155744.8671 eV
HOMO (alpha / beta) = -0.2709 / -0.2905 Ha
Charge = 0



(3)
14 unconnected molecules or ions with the total composition C33H31Cl52N2O8P3. Source: the OMol25 dataset; level of theory: wB97M-V/def2-TZVPD.

Geometry (Å):
Cl1 -6.70 -1.92 -7.78
Cl2 6.67 1.12 -4.16
Cl3 -7.71 5.66 7.31
Cl4 -11.74 3.90 12.26
Cl5 8.59 9.71 -4.45
Cl6 -2.77 -1.55 -4.96
Cl7 6.22 3.26 -6.05
Cl8 -13.57 5.20 10.44
Cl9 8.73 4.73 -5.05
Cl10 2.03 -13.67 -1.57
Cl11 -6.70 -1.56 3.07
Cl12 2.09 -8.75 -2.93
Cl13 -8.55 6.74 4.77
Cl14 -0.24 -7.04 -3.04
Cl15 6.95 7.36 -4.76
Cl16 -0.06 -2.33 -4.32
Cl17 -9.94 2.98 7.26
Cl18 -10.71 1.27 9.46
Cl19 0.15 -12.08 -3.07
Cl20 10.76 3.67 -6.80
Cl21 -5.79 -3.19 -5.35
Cl22 7.85 12.31 -3.37
Cl23 -1.56 -3.80 -6.30
Cl24 -8.39 -1.94 -5.44
Cl25 -10.76 5.01 9.79
Cl26 4.04 2.28 -4.40
Cl27 2.35 -5.90 -2.50
Cl28 -11.17 0.43 6.73
Cl29 -10.49 6.33 6.87
Cl30 3.21 4.99 -9.63
Cl31 -12.73 2.58 7.87
Cl32 2.38 3.28 -7.47
Cl33 -2.29 -4.00 -3.52
Cl34 2.98 -11.76 -3.51
Cl35 -8.51 8.42 7.11
Cl36 1.47 6.02 -7.57
Cl37 5.74 9.98 -4.94
Cl38 -8.34 -0.13 4.97
Cl39 4.24 5.45 -6.98
Cl40 7.49 9.06 -7.04
Cl41 -11.64 6.76 11.90
Cl42 -9.48 -2.26 3.39
Cl43 6.17 3.80 -3.21
Cl44 -7.59 -2.87 5.48
Cl45 7.89 15.18 -3.04
Cl46 10.04 6.46 -6.94
Cl47 5.38 13.79 -3.35
Cl48 -6.02 -0.31 -5.48
Cl49 1.65 -14.16 -4.39
Cl50 11.50 5.47 -4.66
Cl51 6.90 13.49 -0.91
Cl52 1.06 -7.55 -0.51
P1 4.42 -1.61 -1.33
P2 0.86 -1.89 3.05
P3 2.60 -1.45 -0.15
O1 1.49 -5.21 3.42
O2 3.97 -0.95 3.98
O3 2.97 0.73 2.90
O4 5.69 -1.81 -0.61
O5 5.18 -1.89 2.36
O6 4.43 -0.18 -2.08
O7 4.25 -2.71 -2.51
O8 -0.52 -2.06 -0.74
N1 0.42 -4.58 1.44
N2 -0.33 -2.68 3.77
C1 5.77 2.62 -4.46
C2 1.32 -7.32 -2.25
C3 7.01 13.70 -2.67
C4 2.83 4.93 -7.91
C5 -2.98 -0.13 1.11
C6 -8.82 6.79 6.52
C7 2.20 -3.06 0.70
C8 -0.08 -3.41 -0.79
C9 1.32 -4.46 2.51
C10 -3.68 -1.08 1.86
C11 10.26 5.08 -5.86
C12 5.28 1.06 3.30
C13 -1.55 -1.79 0.12
C14 0.94 -3.91 0.25
C15 -1.67 -2.91 -4.78
C16 1.70 -12.92 -3.14
C17 7.19 9.03 -5.30
C18 -11.14 1.82 7.83
C19 -8.03 -1.70 4.23
C20 -1.33 0.71 -0.54
C21 -11.93 5.22 11.10
C22 3.41 -4.01 0.35
C23 -1.45 0.50 -2.09
C24 -6.72 -1.84 -6.01
C25 -1.94 -0.44 0.24
C26 -3.32 -2.42 1.72
C27 3.33 -3.19 3.14
C28 0.14 1.05 -0.16
C29 2.06 -3.11 2.23
C30 -4.04 -3.53 2.46
C31 -2.27 -2.73 0.86
C32 3.98 0.29 3.35
C33 4.24 -1.99 3.09
H1 2.97 -0.57 0.89
H2 -1.91 1.61 -0.32
H3 -3.27 0.91 1.22
H4 0.24 2.12 0.01
H5 -4.77 -3.99 1.79
H6 0.41 -3.53 -1.76
H7 -0.90 -4.13 -0.82
H8 -4.49 -0.74 2.50
H9 -4.62 -3.11 3.28
H10 -0.56 -4.44 1.67
H11 -0.53 0.75 -2.61
H12 -2.22 1.16 -2.47
H13 1.60 -1.22 4.04
H14 5.05 -0.21 -2.83
H15 -1.77 -0.52 -2.29
H16 0.50 0.54 0.73
H17 -2.02 -3.79 0.77
H18 -3.37 -4.32 2.80
H19 4.35 -3.57 0.68
H20 1.41 -4.74 -0.29
H21 3.94 -4.07 2.96
H22 5.34 1.55 2.34
H23 -1.20 -2.37 3.34
H24 0.30 -1.02 2.10
H25 5.02 -3.30 -2.40
H26 6.13 0.39 3.43
H27 3.32 -4.97 0.87
H28 2.96 -3.28 4.16
H29 0.83 0.82 -0.97
H30 5.31 1.79 4.12
H31 3.43 -4.24 -0.72

## Properties
E_LUMO = -0.11 eV
Energy = -733112.4243 eV
HOMO = -0.3081 Ha
Charge = 0